Entry 1:
Here is a 13-piece molecular cluster, C22H69N25O16S overall from the OMol25 dataset. Energies are from ωB97M-V with the def2-TZVPD basis set.

Geometry as XYZ:
```
133
C22H69N25O16S (ωB97M-V with the def2-TZVPD basis set)
C 4.972 0.760 -0.094
O 3.599 0.340 -0.466
C 3.535 -0.062 -1.881
C 2.130 -0.892 -2.082
C 2.393 -2.429 -1.546
C 1.543 -2.785 -0.150
C 0.070 -3.308 -0.649
C -1.110 -3.183 0.528
C -2.500 -2.832 -0.281
O -3.690 -2.682 0.575
S -4.772 -1.748 -0.414
O -4.637 -2.217 -1.907
O -6.398 -2.014 0.024
C -7.234 -1.134 -0.838
C -6.892 0.469 -0.678
N -7.877 1.411 -1.002
H 5.532 1.248 -1.012
H 4.860 1.568 0.744
H 5.516 -0.215 0.310
H 4.410 -0.809 -2.160
H 3.582 0.858 -2.625
H 1.276 -0.391 -1.450
H 1.754 -0.857 -3.213
H 3.543 -2.690 -1.438
H 1.915 -3.143 -2.373
H 2.064 -3.635 0.465
H 1.468 -1.820 0.508
H 0.076 -4.365 -1.172
H -0.279 -2.543 -1.496
H -0.827 -2.396 1.365
H -1.142 -4.251 1.058
H -2.321 -1.764 -0.783
H -2.624 -3.683 -1.102
H -8.399 -1.269 -0.620
H -7.116 -1.398 -1.996
H -5.872 0.921 -0.304
H -7.431 2.359 -0.821
C 0.511 2.421 -3.474
O 0.766 1.628 -2.582
N 1.327 3.440 -3.803
N -0.612 2.354 -4.213
H 1.121 4.096 -4.537
H 2.185 3.536 -3.278
H -1.260 1.607 -4.006
H -0.828 3.005 -4.949
C 7.981 3.247 -2.207
O 6.766 3.136 -2.217
N 8.694 3.591 -3.295
N 8.726 3.035 -1.105
H 9.695 3.683 -3.292
H 8.183 3.761 -4.150
H 8.239 2.774 -0.259
H 9.727 3.125 -1.091
C 9.000 -0.161 1.217
O 8.062 0.573 1.483
N 9.762 -0.006 0.119
N 9.362 -1.197 1.997
H 10.536 -0.608 -0.105
H 9.532 0.758 -0.501
H 8.822 -1.358 2.836
H 10.134 -1.805 1.783
C -6.089 -5.295 2.798
O -5.834 -6.088 3.690
N -5.273 -4.277 2.469
N -7.212 -5.363 2.059
H -5.479 -3.621 1.735
H -4.415 -4.181 2.994
H -7.860 -6.110 2.266
H -7.428 -4.712 1.323
C -9.600 0.841 3.287
O -10.538 1.575 3.553
N -8.838 0.996 2.189
N -9.238 -0.195 4.067
H -8.064 0.394 1.965
H -9.068 1.760 1.568
H -9.778 -0.356 4.905
H -8.466 -0.803 3.853
C -11.062 -6.031 1.805
O -10.419 -6.505 0.883
N -12.051 -6.699 2.427
N -10.845 -4.794 2.288
H -12.585 -6.313 3.187
H -12.255 -7.634 2.102
H -10.113 -4.249 1.856
H -11.373 -4.398 3.047
C 5.481 6.988 -2.002
O 5.399 8.152 -2.359
N 6.286 6.093 -2.602
N 4.772 6.488 -0.973
H 6.357 5.133 -2.312
H 6.841 6.417 -3.382
H 4.151 7.119 -0.487
H 4.835 5.530 -0.674
C 2.350 -6.451 -1.525
O 1.264 -6.027 -1.883
N 2.506 -7.256 -0.457
N 3.498 -6.155 -2.163
H 3.398 -7.608 -0.158
H 1.674 -7.510 0.058
H 3.437 -5.553 -2.972
H 4.396 -6.502 -1.872
C -4.409 2.604 -4.522
O -3.765 2.129 -5.444
N -5.398 1.935 -3.901
N -4.192 3.841 -4.039
H -5.932 2.321 -3.141
H -5.602 1.000 -4.225
H -3.460 4.386 -4.471
H -4.719 4.237 -3.280
C 1.818 8.863 -0.057
O 2.993 9.008 0.239
N 1.406 8.611 -1.313
N 0.821 8.942 0.844
H 0.440 8.491 -1.563
H 2.116 8.542 -2.029
H 1.077 9.130 1.803
H -0.148 8.823 0.605
C 0.912 -1.838 3.542
O 0.671 -2.662 2.675
N 1.802 -0.842 3.378
N 0.312 -1.848 4.747
H 2.004 -0.160 4.090
H 2.281 -0.789 2.490
H -0.366 -2.576 4.922
H 0.506 -1.172 5.465
C 5.358 0.978 4.655
O 4.291 0.874 5.237
N 5.669 0.256 3.562
N 6.328 1.824 5.049
H 6.547 0.338 3.078
H 4.975 -0.396 3.223
H 6.145 2.390 5.866
H 7.209 1.914 4.574
```

LUMO, Eh: -0.0096
HOMO-LUMO gap, eV: 8.7

Entry 2:
Here is C22H70FNO14Pd as an isolated structure from the OMol25 dataset. Energies are from ωB97M-V with the def2-TZVPD basis set.

Geometry as XYZ:
```
109
C22H70FNO14Pd (ωB97M-V with the def2-TZVPD basis set)
Pd -19.020 -19.269 0.587
C -17.672 -21.123 4.022
C -16.491 -21.728 3.200
C -16.272 -23.164 3.874
C -15.439 -24.181 3.079
C -15.958 -24.197 1.604
C -16.009 -22.820 0.871
N -16.786 -21.903 1.752
O -17.208 -20.615 1.139
C -16.776 -23.175 -0.416
C -14.561 -22.356 0.597
C -15.242 -20.852 3.518
H -18.545 -21.671 3.667
H -17.850 -20.076 3.775
H -17.655 -21.224 5.107
H -17.183 -23.598 4.286
H -15.699 -22.979 4.782
H -15.518 -25.145 3.583
H -14.376 -23.948 3.135
H -16.887 -24.768 1.583
H -15.269 -24.858 1.080
H -17.162 -22.282 -0.906
H -17.630 -23.851 -0.377
H -16.065 -23.645 -1.095
H -14.190 -23.054 -0.154
H -13.849 -22.423 1.419
H -14.532 -21.332 0.226
H -14.313 -21.350 3.243
H -15.039 -20.547 4.544
H -15.286 -19.897 2.995
F -17.969 -17.764 -0.584
C -19.541 -24.266 2.281
O -19.365 -23.222 1.418
H -19.225 -24.019 3.295
H -20.606 -24.411 2.458
H -19.038 -25.202 2.036
H -18.418 -23.070 1.465
C -20.162 -19.624 -5.324
O -20.525 -18.717 -4.327
H -20.740 -20.549 -5.336
H -20.221 -19.122 -6.290
H -19.100 -19.859 -5.263
H -19.762 -18.189 -4.081
C -24.431 -18.928 2.386
O -23.532 -19.246 1.318
H -23.954 -18.409 3.217
H -25.253 -18.302 2.041
H -24.805 -19.837 2.856
H -23.922 -19.940 0.781
C -20.481 -21.223 -1.523
O -19.236 -20.629 -1.205
H -20.502 -21.585 -2.551
H -20.677 -22.061 -0.853
H -21.220 -20.423 -1.493
H -18.557 -21.097 -1.697
C -21.128 -15.996 4.362
O -21.300 -17.322 3.986
H -20.078 -15.721 4.266
H -21.687 -15.315 3.720
H -21.357 -15.816 5.412
H -21.806 -17.739 4.686
C -14.303 -18.067 0.577
O -15.116 -17.543 -0.496
H -14.270 -19.157 0.587
H -13.308 -17.630 0.666
H -14.793 -17.853 1.526
H -16.062 -17.683 -0.414
C -17.016 -16.906 -3.969
O -18.346 -17.213 -3.556
H -16.852 -15.831 -3.893
H -16.227 -17.299 -3.327
H -16.799 -17.245 -4.982
H -18.308 -17.280 -2.599
C -23.813 -22.696 0.031
O -24.861 -22.117 0.791
H -23.111 -21.935 -0.307
H -23.241 -23.308 0.728
H -24.224 -23.243 -0.818
H -25.582 -22.133 0.157
C -17.997 -17.328 2.733
O -19.191 -18.036 2.424
H -18.073 -16.777 3.671
H -17.150 -18.007 2.826
H -17.736 -16.642 1.927
H -19.870 -17.634 2.970
C -17.067 -14.381 -0.726
O -18.301 -14.914 -0.310
H -16.874 -14.485 -1.794
H -17.011 -13.320 -0.481
H -16.226 -14.860 -0.226
H -18.309 -15.847 -0.536
C -16.875 -20.991 -3.624
O -17.976 -21.758 -3.311
H -16.911 -20.150 -2.931
H -15.901 -21.464 -3.499
H -16.850 -20.560 -4.625
H -17.993 -22.557 -3.843
C -21.358 -17.299 -0.578
O -21.101 -18.319 0.291
H -22.435 -17.299 -0.744
H -20.964 -16.316 -0.323
H -20.986 -17.480 -1.587
H -21.920 -18.463 0.772
C -21.308 -20.644 2.809
O -20.330 -20.727 1.757
H -20.777 -21.055 3.668
H -21.639 -19.622 2.991
H -22.210 -21.244 2.690
H -20.080 -21.654 1.755
```

Multiplicity: 3
LUMO (spin up / spin down), Eh: 0.0049 / 0.0045
HOMO-LUMO gap (spin up / spin down), eV: 6.9 / 6.4
<S²>: 2.0084